Entry 1:
Molecular formula: C24H38Br2N2O3
Method: DFT, ωB97M-V/def2-TZVPD

Each atom is followed by the atoms it is bonded to, with distances in Å.
Geometry (Å):
1 Br -1.084 -9.578 19.254  C29 1.913
2 Br -5.624 -9.155 19.178  C31 1.933
3 O -1.454 -11.593 23.561  C9 1.415, C16 1.427
4 O 2.894 -8.487 21.291  C15 1.428, C22 1.416
5 O 1.617 -5.416 16.443  C18 1.437, C26 1.416
6 N -1.626 -4.297 22.593  C11 1.318, C20 1.331
7 N -8.594 -12.984 20.152  C19 1.321, C27 1.313
8 C -2.804 -5.207 20.729  C20 1.380, C24 1.384, H67 1.081
9 C -1.954 -12.910 23.698  O3 1.415, C21 1.548, H49 1.087, H55 1.102
10 C 0.525 -6.374 18.285  C18 1.522, C25 1.508, H60 1.093, H65 1.088
11 C -2.366 -5.042 23.390  N6 1.318, C28 1.391, H47 1.086
12 C 0.921 -7.900 22.481  C22 1.539, C23 1.521, H36 1.092, H51 1.092
13 C -3.775 -11.458 22.959  C16 1.536, C21 1.535, H48 1.087, H54 1.087
14 C -6.187 -13.638 21.370  C17 1.388, C30 1.384, H58 1.082
15 C 2.053 -9.640 21.342  O4 1.428, C23 1.515, H38 1.092, H63 1.094
16 C -2.561 -10.695 23.512  O3 1.427, C13 1.536, H56 1.104, H57 1.093
17 C -7.394 -13.826 22.028  C14 1.388, C27 1.400, H32 1.085
18 C 1.832 -5.742 17.826  O5 1.437, C10 1.522, H45 1.103, H62 1.087
19 C -7.446 -12.827 19.517  N7 1.321, C30 1.384, H37 1.084
20 C -1.909 -4.321 21.293  N6 1.331, C8 1.380, H68 1.087
21 C -3.400 -12.935 23.145  C9 1.548, C13 1.535, H44 1.093, H46 1.087
22 C 2.241 -7.379 21.886  O4 1.416, C12 1.539, H59 1.095, H61 1.095
23 C 1.101 -9.410 22.498  C12 1.521, C15 1.515, H52 1.092, H64 1.090
24 C -3.523 -6.037 21.572  C8 1.384, C28 1.379, H66 1.085
25 C -0.511 -5.594 17.515  C10 1.508, C26 1.549, H42 1.098, H53 1.096
26 C 0.265 -5.016 16.306  O5 1.416, C25 1.549, H39 1.088, H50 1.100
27 C -8.579 -13.483 21.367  N7 1.313, C17 1.400, H69 1.086
28 C -3.320 -5.944 22.932  C11 1.391, C24 1.379, H41 1.083
29 C -2.848 -8.960 18.844  Br1 1.913, C31 1.515, H35 1.089, H40 1.087
30 C -6.218 -13.095 20.097  C14 1.384, C19 1.384, H43 1.083
31 C -3.844 -9.550 19.820  Br2 1.933, C29 1.515, H33 1.084, H34 1.083
32 H -7.446 -14.205 23.043  C17 1.085
33 H -3.709 -10.624 19.785  C31 1.084
34 H -3.710 -9.103 20.797  C31 1.083
35 H -2.887 -7.872 18.863  C29 1.089
36 H 0.047 -7.593 21.902  C12 1.092
37 H -7.518 -12.359 18.542  C19 1.084
38 H 2.684 -10.507 21.550  C15 1.092
39 H -0.135 -5.310 15.338  C26 1.088
40 H -3.092 -9.247 17.825  C29 1.087
41 H -3.913 -6.499 23.648  C28 1.083
42 H -0.974 -4.759 18.056  C25 1.098
43 H -5.284 -12.900 19.585  C30 1.083
44 H -3.362 -13.415 22.164  C21 1.093
45 H 2.049 -4.798 18.354  C18 1.103
46 H -4.076 -13.508 23.775  C21 1.087
47 H -2.097 -5.042 24.443  C11 1.086
48 H -3.871 -11.269 21.893  C13 1.087
49 H -1.291 -13.626 23.218  C9 1.087
50 H 0.235 -3.918 16.357  C26 1.100
51 H 0.751 -7.470 23.470  C12 1.092
52 H 1.579 -9.768 23.413  C23 1.092
53 H -1.401 -6.172 17.237  C25 1.096
54 H -4.694 -11.125 23.435  C13 1.087
55 H -1.952 -13.145 24.775  C9 1.102
56 H -2.752 -10.370 24.550  C16 1.104
57 H -2.261 -9.802 22.959  C16 1.093
58 H -5.264 -13.939 21.847  C14 1.082
59 H 2.060 -6.539 21.207  C22 1.095
60 H 0.549 -7.402 17.917  C10 1.093
61 H 2.891 -6.997 22.681  C22 1.095
62 H 2.705 -6.385 17.893  C18 1.087
63 H 1.561 -9.821 20.382  C15 1.094
64 H 0.164 -9.961 22.429  C23 1.090
65 H 0.424 -6.444 19.366  C10 1.088
66 H -4.280 -6.674 21.126  C24 1.085
67 H -2.914 -5.311 19.659  C8 1.081
68 H -1.354 -3.600 20.698  C20 1.087
69 H -9.497 -13.496 21.946  C27 1.086

Results
Relative energy (zero: lowest compared OMol25 entry of this formula, charge and spin) = 0.000 eV
LUMO level = 0.340 eV
SMILES = c1ccncc1.c1ccncc1.C1CCOC1.C1CCOC1.C1CCOC1.BrCCBr
Max |F| = 1.52 eV/A
Net charge = 0

***

Entry 2:
Molecular formula: C24H38BrCl10FN3O
Method: DFT, ωB97M-V/def2-TZVPD

Each atom is followed by the atoms it is bonded to, with distances in Å.
Geometry (Å):
1 Br -0.662 -1.786 -3.423  C35 1.968
2 Cl 7.124 1.258 3.631  C37 1.778
3 Cl -2.002 -0.305 5.220  C25 1.780
4 Cl -1.530 -3.925 5.193  C22 1.785
5 Cl 5.227 2.860 1.297  C18 1.789
6 Cl -4.837 -3.223 5.692  C39 1.782
7 Cl 5.823 -1.605 3.153  C21 1.782
8 Cl -0.671 -0.002 2.097  C40 1.787
9 Cl -7.623 2.795 -4.541  C38 1.785
10 Cl 5.793 -4.747 4.476  C27 1.781
11 Cl -6.704 -0.043 -2.884  C29 1.782
12 F 1.801 -0.851 -5.120  C36 1.409
13 O -1.468 -1.087 -0.922  C35 1.192
14 N -0.176 1.525 -1.967  C26 1.300, C33 1.488, H65 1.024
15 N 2.239 1.672 0.347  C19 1.474, H63 1.019, H68 1.020
16 N -3.573 4.155 -2.666  C17 1.334, C32 1.349
17 C -2.370 3.578 -2.634  N16 1.334, C24 1.424, H52 1.113
18 C 4.642 1.930 2.710  Cl5 1.789, C37 1.510, H54 1.091, H61 1.089
19 C 2.298 1.732 -1.125  N15 1.474, C33 1.557, H60 1.121, H72 1.117
20 C -4.177 2.317 -4.114  C23 1.422, C32 1.429, H58 1.106
21 C 7.237 -2.599 3.589  Cl7 1.782, C27 1.510, H59 1.090, H71 1.089
22 C -2.737 -4.949 6.016  Cl4 1.785, C39 1.510, H62 1.088, H69 1.090
23 C -2.898 1.696 -4.117  C20 1.422, C24 1.457, H73 1.099
24 C -1.921 2.402 -3.299  C17 1.424, C23 1.457, C26 1.508
25 C -2.638 -1.010 3.715  Cl3 1.780, C40 1.509, H57 1.089, H74 1.088
26 C -0.529 1.834 -3.179  N14 1.300, C24 1.508, C34 1.537
27 C 6.995 -4.071 3.350  Cl10 1.781, C21 1.510, H51 1.089, H78 1.090
28 C 1.619 0.845 -3.330  C33 1.575, C34 1.594, C36 1.566, H42 1.117
29 C -7.511 1.388 -2.193  Cl11 1.782, C38 1.511, H55 1.090, H66 1.089
30 C 0.849 -0.444 -1.067  C33 1.586, C35 1.568, H64 1.115, H76 1.106
31 C 3.870 -0.186 -4.100  C36 1.569, H43 1.114, H48 1.106, H77 1.107
32 C -4.502 3.514 -3.405  N16 1.349, C20 1.429, H46 1.118
33 C 1.173 0.913 -1.821  N14 1.488, C19 1.557, C28 1.575, C30 1.586
34 C 0.514 1.514 -4.263  C26 1.537, C28 1.594, H44 1.114, H53 1.107
35 C -0.490 -1.063 -1.602  Br1 1.968, O13 1.192, C30 1.568
36 C 2.336 -0.432 -3.886  F12 1.409, C28 1.566, C31 1.569, H47 1.110
37 C 5.562 2.065 3.899  Cl2 1.778, C18 1.510, H50 1.090, H70 1.089
38 C -8.469 2.030 -3.169  Cl9 1.785, C29 1.511, H49 1.090, H56 1.088
39 C -4.111 -4.826 5.403  Cl6 1.782, C22 1.510, H41 1.089, H45 1.090
40 C -1.537 -1.415 2.766  Cl8 1.787, C25 1.509, H67 1.090, H75 1.087
41 H -4.086 -4.996 4.328  C39 1.089
42 H 2.433 1.604 -3.411  C28 1.117
43 H 3.964 0.367 -5.062  C31 1.114
44 H 0.016 0.806 -4.965  C34 1.114
45 H -4.781 -5.561 5.849  C39 1.090
46 H -5.547 3.903 -3.478  C32 1.118
47 H 2.264 -1.309 -3.209  C36 1.110
48 H 4.319 0.392 -3.270  C31 1.106
49 H -9.034 2.816 -2.668  C38 1.090
50 H 5.106 1.594 4.770  C37 1.090
51 H 6.651 -4.258 2.334  C27 1.089
52 H -1.612 4.089 -1.999  C17 1.113
53 H 0.992 2.362 -4.789  C34 1.107
54 H 3.655 2.320 2.960  C18 1.091
55 H -8.056 1.050 -1.312  C29 1.090
56 H -9.176 1.307 -3.572  C38 1.088
57 H -3.310 -0.284 3.259  C25 1.089
58 H -4.987 1.826 -4.685  C20 1.106
59 H 8.067 -2.256 2.972  C21 1.090
60 H 2.391 2.776 -1.523  C19 1.121
61 H 4.531 0.891 2.406  C18 1.089
62 H -2.744 -4.678 7.070  C22 1.088
63 H 1.414 2.186 0.652  N15 1.019
64 H 0.625 -0.145 -0.016  C30 1.115
65 H -0.834 1.691 -1.200  N14 1.024
66 H -6.741 2.087 -1.870  C29 1.089
67 H -1.958 -1.957 1.919  C40 1.090
68 H 3.091 2.093 0.721  N15 1.020
69 H -2.388 -5.978 5.931  C22 1.090
70 H 5.757 3.109 4.140  C37 1.089
71 H 7.480 -2.398 4.631  C21 1.089
72 H 3.256 1.232 -1.407  C19 1.117
73 H -2.673 0.761 -4.650  C23 1.099
74 H -3.221 -1.885 3.997  C25 1.088
75 H -0.805 -2.057 3.251  C40 1.087
76 H 1.692 -1.160 -1.092  C30 1.106
77 H 4.360 -1.168 -4.246  C31 1.107
78 H 7.921 -4.625 3.504  C27 1.090

Results
LUMO level = -3.831 eV
Max |F| = 2.83 eV/A
Net charge = +1

***

> Which value of LUMO level does entry 1 give?

0.340 eV